Entry 1:
A structure of composition C4H6O2Yb in a non-equilibrium geometry. Source: OMol25; level of theory: ωB97M-V/def2-TZVPD.

XYZ file:
```
13
Properties=species:S:1:pos:R:3
O -0.19894 2.14920 -2.19670
C -0.55144 0.91781 -1.90710
C -0.64832 0.37773 -0.64812
C -1.43974 -0.80653 -0.31829
C -1.04412 -1.80610 0.77857
O -0.00185 -1.36562 1.58716
Yb 1.33142 -0.12641 0.82236
H 0.35775 2.55464 -1.51592
H -0.65299 0.29244 -2.80215
H -1.83034 -1.31401 -1.21435
H -2.07836 0.08718 0.23755
H -0.81671 -2.77261 0.28772
H -1.94338 -1.98669 1.39768
```

ΔE to the lowest compared entry with this formula, charge and spin = 19.99 kcal/mol
Molar mass = 259.1 g mol⁻¹
Expectation value of S² = 0.759
Frontier orbital gap (spin up / spin down) = 0.278 / 0.250 Ha
2S+1 = 2
Charge = +1

Entry 2:
The molecule C4H6O3S in a non-equilibrium geometry. Source: OMol25; level of theory: ωB97M-V/def2-TZVPD.

XYZ file:
```
14
Properties=species:S:1:pos:R:3
C -1.04474 -0.58538 0.16845
C -0.43595 0.17420 -0.96817
C 0.00149 0.46998 0.43915
C 1.35045 0.09787 0.92536
H -0.24015 -2.05558 1.11229
H -2.05031 -0.32950 0.49830
H 0.29243 -0.37091 -1.59189
H -1.74511 0.80696 -2.24973
H -0.36637 1.41545 0.85577
H 2.00609 1.34717 -0.31323
O -0.71769 -1.92536 0.27777
O -1.11578 1.19476 -1.61679
O 2.37597 0.73748 0.34769
S 1.68966 -0.97713 2.11502
```

ΔE to the lowest compared entry with this formula, charge and spin = 36.83 kcal/mol
Molar mass = 134.2 g mol⁻¹
Frontier orbital gap = 0.339 Ha
Charge = 0

Entry 3:
The ion C4H6O4S2 with charge -2 in a non-equilibrium geometry. Source: OMol25; level of theory: ωB97M-V/def2-TZVPD.

XYZ file:
```
16
Properties=species:S:1:pos:R:3
C -2.03741 0.23121 -0.88501
C -0.10698 -1.33647 -0.33680
C -0.08207 1.25435 0.43699
C -0.85745 0.03035 0.01844
O -2.76304 1.23140 -0.61083
O -2.28560 -1.54365 1.95907
O -2.26048 -0.64649 -1.76007
O -2.15634 0.76298 2.48825
S 0.23391 -0.77629 2.91554
S -1.49190 -0.36561 1.92898
H 1.02090 -1.17349 -0.53099
H -0.20295 -1.93326 0.64645
H -0.61675 -1.79969 -1.24301
H -0.67547 1.99708 1.05368
H 0.56029 1.71880 -0.42182
H 0.60220 0.86037 1.11601
```

Molar mass = 182.2 g mol⁻¹
Frontier orbital gap = 0.236 Ha
Charge = -2

Entry 4:
A structure of composition C4H6O5Sm in a non-equilibrium geometry. Source: OMol25; level of theory: ωB97M-V/def2-TZVPD.

XYZ file:
```
16
Properties=species:S:1:pos:R:3
O 1.37271 2.40998 -1.58524
C 0.92996 1.18535 -1.45553
O -0.15267 0.81323 -2.01998
O 1.40332 0.61306 -0.42660
H 0.77733 2.96526 -2.10676
Sm -1.17925 1.04436 -4.51141
H -0.89681 -0.12885 -0.85153
C 0.84097 -0.90745 0.20884
C -0.61894 -0.97626 0.22222
O -1.19899 -0.58171 1.44628
C -0.62240 -0.94757 2.56877
O -1.34455 -0.41378 3.52326
H 1.24206 -1.57945 -0.55694
H 1.32343 -0.93432 1.18833
H -0.96283 -1.98995 -0.01480
H -0.91336 -0.57191 4.37110
```

ΔE to the lowest compared entry with this formula, charge and spin = 0.00 kcal/mol
Molar mass = 284.4 g mol⁻¹
Expectation value of S² = 15.755
Frontier orbital gap (spin up / spin down) = 0.230 / 0.281 Ha
2S+1 = 8
Charge = +1

Entry 5:
The molecule C4H6O7 in a non-equilibrium geometry. Source: OMol25; level of theory: ωB97M-V/def2-TZVPD.

XYZ file:
```
17
Properties=species:S:1:pos:R:3
C 1.50807 -0.66656 -0.23056
C -0.82093 -1.28362 0.10243
C 1.05547 0.73674 -0.19952
C -0.87258 0.15222 0.72199
O 2.62977 -1.07352 -0.36636
O 0.55172 -1.62050 -0.10147
O -1.44593 -1.23606 -1.19189
O 0.71443 1.32319 -1.37700
O 1.95201 1.52158 0.50986
O -0.99914 0.15333 2.04877
O -1.69931 0.92858 0.06903
H -1.23423 -2.03337 0.63957
H -0.81823 -1.60056 -1.84761
H 0.67788 2.25918 -1.36105
H 2.79785 1.10050 0.67960
H -1.45413 0.94337 2.22933
H -2.54272 0.39549 -0.32513
```

Molar mass = 166.1 g mol⁻¹
Expectation value of S² = 2.006
Frontier orbital gap (spin up / spin down) = 0.218 / 0.352 Ha
2S+1 = 3
Charge = 0

Entry 6:
The molecule C4H6OS in a non-equilibrium geometry. Source: OMol25; level of theory: ωB97M-V/def2-TZVPD.

XYZ file:
```
12
Properties=species:S:1:pos:R:3
C -0.33352 -0.75970 0.46219
C -0.98789 0.24527 -0.40379
C -0.29670 0.43624 -1.78560
C 0.13136 1.66503 -2.02597
H 1.75115 0.33681 0.58926
H -1.03068 1.19584 0.20141
H -1.95973 -0.08177 -0.60603
H -0.14345 -0.47465 -2.37931
H 0.13276 2.38156 -1.20885
H 0.64854 2.05330 -2.91182
O -0.58987 -1.92672 0.36689
S 0.89005 0.03010 1.61870
```

ΔE to the lowest compared entry with this formula, charge and spin = 36.37 kcal/mol
Molar mass = 102.2 g mol⁻¹
Frontier orbital gap = 0.379 Ha
Charge = 0

Entry 7:
The molecule C4H6OS in a non-equilibrium geometry. Source: OMol25; level of theory: ωB97M-V/def2-TZVPD.

XYZ file:
```
12
Properties=species:S:1:pos:R:3
C 1.63407 0.29036 0.03801
C 0.50027 -0.72820 0.26400
C -0.73319 -0.38711 -0.50324
C -1.85759 0.16007 0.09754
H 0.26270 1.53964 0.01895
H 0.78946 -1.69744 -0.16039
H 0.40322 -0.75534 1.35307
H -0.74740 -0.60712 -1.61794
H -2.72371 0.46298 -0.49191
H -1.98298 0.36767 1.17993
O 1.24565 1.50698 -0.08990
S 3.20951 -0.15249 -0.08812
```

ΔE to the lowest compared entry with this formula, charge and spin = 33.20 kcal/mol
Molar mass = 102.2 g mol⁻¹
Frontier orbital gap = 0.334 Ha
Charge = 0

Entry 8:
The molecule C4H6OS in a non-equilibrium geometry. Source: OMol25; level of theory: ωB97M-V/def2-TZVPD.

XYZ file:
```
12
Properties=species:S:1:pos:R:3
C -1.79109 -0.77764 0.34425
C -0.39275 -0.33343 -0.38328
C 0.34769 0.87488 -0.00194
C 1.63423 0.06678 -0.02236
H -1.55720 -1.34080 1.26868
H -0.84901 -0.21176 -1.48119
H 0.00482 1.06475 1.07181
H 0.46503 1.69121 -0.62448
H 2.47353 0.13060 -0.75268
H 1.90777 0.13367 1.08463
O 0.85227 -1.27392 -0.30029
S -3.09529 -0.02435 -0.20315
```

ΔE to the lowest compared entry with this formula, charge and spin = 91.25 kcal/mol
Molar mass = 102.2 g mol⁻¹
Frontier orbital gap = 0.310 Ha
Charge = 0

Entry 9:
A cluster of 2 separate species, C4H6OS in total in a non-equilibrium geometry. Source: OMol25; level of theory: ωB97M-V/def2-TZVPD.

XYZ file:
```
12
Properties=species:S:1:pos:R:3
C 2.01359 0.46747 0.33526
C 1.90423 -0.15015 1.55608
C 1.70468 1.28577 -0.59235
C -2.19732 -0.64730 -0.69950
O -2.85045 -1.64130 -1.22853
S -2.65625 0.53227 0.31510
H 2.57785 -0.08836 2.43634
H 1.15068 -0.91195 1.68785
H 1.13257 2.16539 -0.37661
H 2.10332 1.30908 -1.60367
H -1.21250 -0.66957 -1.14440
H -3.67041 -1.65135 -0.68557
```

ΔE to the lowest compared entry with this formula, charge and spin = 84.56 kcal/mol
Molar mass = 102.2 g mol⁻¹
Expectation value of S² = 2.012
Frontier orbital gap (spin up / spin down) = 0.228 / 0.267 Ha
2S+1 = 3
Charge = 0

Entry 10:
A structure of composition C4H6OS2 in a non-equilibrium geometry. Source: OMol25; level of theory: ωB97M-V/def2-TZVPD.

XYZ file:
```
13
Properties=species:S:1:pos:R:3
C -1.40973 1.52203 -0.88684
C 0.20087 0.02293 0.71721
C -0.32668 -1.34750 0.43863
C 1.40882 -0.09913 -0.21805
H -2.39812 2.08830 -1.02378
H 0.57988 -0.11984 1.80483
H -0.92193 -1.95532 1.26398
H -0.98316 -1.51159 -0.41904
H 0.88981 0.11253 -1.26094
H 2.37370 0.53581 -0.07946
O -0.87623 0.86939 -1.80907
S -0.81291 1.47633 0.82051
S 1.32728 -1.89477 0.04706
```

ΔE to the lowest compared entry with this formula, charge and spin = 43.51 kcal/mol
Molar mass = 134.2 g mol⁻¹
Frontier orbital gap = 0.329 Ha
Charge = 0

Entry 11:
A structure of composition C4H6OS2 in a non-equilibrium geometry. Source: OMol25; level of theory: ωB97M-V/def2-TZVPD.

XYZ file:
```
13
Properties=species:S:1:pos:R:3
C -1.74883 -1.08067 -0.16829
C 1.09702 -0.73680 0.20086
C 0.61128 0.53677 0.75816
C 1.05088 1.56436 -0.13353
H -2.38590 -0.58392 0.87142
H -2.55429 -1.81328 -0.55516
H -1.79358 -0.48319 -1.02532
H 0.33899 0.80937 1.74696
H 1.96704 1.06685 -0.87645
H 1.10973 2.83835 -0.26728
O -0.24703 1.10850 -0.41663
S -0.04454 -1.94561 0.02314
S 2.59924 -1.28073 -0.15787
```

ΔE to the lowest compared entry with this formula, charge and spin = 119.95 kcal/mol
Molar mass = 134.2 g mol⁻¹
Frontier orbital gap = 0.301 Ha
Charge = 0

Entry 12:
A structure of composition C4H6OS2 in a non-equilibrium geometry. Source: OMol25; level of theory: ωB97M-V/def2-TZVPD.

XYZ file:
```
13
Properties=species:S:1:pos:R:3
C -1.63415 -0.15610 -0.54021
C -1.19321 1.04490 0.11848
C 1.09872 -0.16206 1.23855
C 2.16186 -0.28241 0.10404
H 0.14795 -1.31033 -0.70999
H -2.55073 0.04760 -1.31459
H -1.93408 -0.96247 0.14914
H 0.84794 -0.97880 2.12101
H 2.19478 0.44273 -0.99139
H 3.11245 -1.00468 0.36871
O -0.52624 -0.54098 -1.46840
S -2.13844 2.42789 -0.03942
S 0.41315 1.43471 0.96407
```

ΔE to the lowest compared entry with this formula, charge and spin = 153.45 kcal/mol
Molar mass = 134.2 g mol⁻¹
Frontier orbital gap = 0.287 Ha
Charge = 0

Entry 13:
A cluster of 2 separate species, C4H6OS3 in total in a non-equilibrium geometry. Source: OMol25; level of theory: ωB97M-V/def2-TZVPD.

XYZ file:
```
14
Properties=species:S:1:pos:R:3
C -1.52010 0.11365 -0.38386
C -0.55676 -0.38618 0.70171
C 1.79452 -0.76149 -0.05759
C 0.93610 0.36721 0.47179
H -2.58744 -1.54957 -1.77716
H -1.09077 0.14885 -1.30643
H -1.42773 1.32982 -0.25298
H -0.85417 -0.21388 1.75820
H 1.35333 0.45913 1.57632
H 2.04641 2.51098 0.22857
O 0.94693 1.56479 -0.22716
S -3.02802 -0.84344 -0.40893
S 0.68544 -1.83924 0.34004
S 3.30228 -0.90061 -0.66252
```

ΔE to the lowest compared entry with this formula, charge and spin = 138.22 kcal/mol
Molar mass = 166.3 g mol⁻¹
Frontier orbital gap = 0.268 Ha
Charge = 0

Entry 14:
A structure of composition C4H6OSr in a non-equilibrium geometry. Source: OMol25; level of theory: ωB97M-V/def2-TZVPD.

XYZ file:
```
12
Properties=species:S:1:pos:R:3
C -1.43040 0.94189 0.09683
C -1.25075 -0.42846 0.52302
C -0.03692 -1.04437 0.23357
C 0.97032 -0.25095 -0.43376
O 2.14324 -0.13591 0.07299
Sr 4.40517 0.66212 -0.26924
H -1.30908 1.65051 0.92530
H -2.39259 1.09949 -0.40489
H -2.13788 -1.06496 0.48324
H 0.25664 -1.96017 0.74961
H 0.90251 -0.54040 -1.51088
H -0.12026 1.07122 -0.46578
```

Molar mass = 157.7 g mol⁻¹
Frontier orbital gap = 0.265 Ha
Charge = +2

Entry 15:
A structure of composition C4H6OTl in a non-equilibrium geometry. Source: OMol25; level of theory: ωB97M-V/def2-TZVPD.

XYZ file:
```
12
Properties=species:S:1:pos:R:3
H -0.84476 -1.35550 -1.39430
C 0.80648 -1.56021 0.55439
C 0.18602 -1.09920 -0.51644
C -0.59646 0.00273 -0.88757
H 1.61316 -2.28958 0.46752
H 0.61406 -1.14594 1.54940
H -0.56675 0.40960 -1.89969
C -0.97095 1.38450 0.44995
O 0.21925 1.54713 -0.09455
Tl 2.35391 1.11441 0.18812
H -1.77400 2.06486 0.13618
H -1.03997 0.92719 1.44700
```

ΔE to the lowest compared entry with this formula, charge and spin = 67.99 kcal/mol
Molar mass = 274.5 g mol⁻¹
Frontier orbital gap (spin up / spin down) = 0.275 / 0.275 Ha
Charge = +1

Entry 16:
The molecule C4H6P2 in a non-equilibrium geometry. Source: OMol25; level of theory: ωB97M-V/def2-TZVPD.

XYZ file:
```
12
Properties=species:S:1:pos:R:3
C 0.88126 -0.91996 -0.73347
C 1.60013 0.36605 -0.66718
C -0.31728 -1.41998 -0.26993
C 1.14900 1.57310 -0.17475
P -1.78238 -0.49793 0.48972
P -0.73269 1.49173 0.25238
H 1.40235 -1.74179 -1.37816
H 2.68369 0.32978 -0.91480
H -0.62733 -2.40654 -0.69038
H -1.41452 -0.53294 1.84807
H -1.76935 2.02185 -0.37541
H -0.94458 2.14998 1.53234
```

ΔE to the lowest compared entry with this formula, charge and spin = 74.75 kcal/mol
Molar mass = 116.0 g mol⁻¹
Frontier orbital gap = 0.292 Ha
Charge = 0

Entry 17:
A structure of composition C4H6S in a non-equilibrium geometry. Source: OMol25; level of theory: ωB97M-V/def2-TZVPD.

XYZ file:
```
11
Properties=species:S:1:pos:R:3
C 2.18277 -1.83030 -0.02397
C 1.08521 -1.36747 0.19380
C -0.26224 0.90804 0.08653
C -0.65763 -0.41918 0.69767
S -1.94984 -1.27505 -0.11503
H 2.96355 -2.47966 -0.32364
H -0.95466 1.63808 0.15600
H -0.10547 0.69684 -1.00816
H 0.71902 1.18395 0.45394
H -0.73047 -0.28104 1.72259
H -1.96796 -0.43012 -1.05659
```

ΔE to the lowest compared entry with this formula, charge and spin = 92.74 kcal/mol
Molar mass = 86.2 g mol⁻¹
Frontier orbital gap = 0.378 Ha
Charge = 0

Entry 18:
The molecule C4H6S2 in a non-equilibrium geometry. Source: OMol25; level of theory: ωB97M-V/def2-TZVPD.

XYZ file:
```
12
Properties=species:S:1:pos:R:3
C -1.30669 1.27158 -0.29399
C -0.65992 -0.05171 -0.19284
C 0.73200 -0.05318 0.38374
C 1.39470 -1.34523 0.26454
H -1.72009 1.59001 0.68426
H -0.55818 2.00726 -0.64690
H -2.23238 1.27967 -0.89512
H 0.87358 0.59934 1.23933
H 0.83348 -2.12831 -0.18578
H 2.08026 -1.69274 1.06666
S -1.53056 -1.35836 -0.57492
S 2.09380 -0.11831 -0.84898
```

ΔE to the lowest compared entry with this formula, charge and spin = 18.39 kcal/mol
Molar mass = 118.2 g mol⁻¹
Frontier orbital gap = 0.301 Ha
Charge = 0

| no. | DFT total energy (Eh) |
| --- | --- |
| 1 | -1464.790847 |
| 2 | -779.871586 |
| 3 | -1253.337130 |
| 4 | -1189.749125 |
| 5 | -682.503722 |
| 6 | -629.389203 |
| 7 | -629.394254 |
| 8 | -629.301759 |
| 9 | -629.193525 |
| 10 | -1027.562202 |
| 11 | -1027.440383 |
| 12 | -1027.386999 |
| 13 | -1425.583703 |
| 14 | -261.247469 |
| 15 | -403.235762 |
| 16 | -838.537033 |
| 17 | -554.024380 |
| 18 | -952.340090 |